No. 1
DFT (ωB97M-V/def2-TZVPD) results for a cluster of 2 separate species, C2H12N4 in total.

The value obtained for the energy above the lowest of the compared OMol25 structures with the same formula, charge and spin is 18.50 kcal per mole. As for the calculated total energy: -302.37219 hartree. As for the structure (SMILES): NCN.NCN. The calculation puts the frontier orbital gap at 0.3483 Eh. The calculation puts the maximum force at 2.839 eV Å⁻¹. Its HOMO energy is -8.75 eV.

The geometry in ORCA input format:
```
! RIJCOSX wB97M-V def2-TZVPD def2/J DEFGRID3
* xyz 0 1
N 1.91254 2.15855 -0.35470
C 2.89502 1.23745 0.20480
N 2.51427 -0.08488 0.59151
H 1.11400 1.88297 -0.90927
H 1.52854 2.69495 0.41553
H 3.67376 1.09572 -0.53846
H 3.42558 1.73114 1.02064
H 2.55108 -0.89088 -0.01851
H 1.64946 -0.29844 1.07261
N -2.27265 -1.11173 1.10070
C -2.73710 -0.63442 -0.20124
N -2.24519 -1.38250 -1.36314
H -2.53564 -2.03132 1.40794
H -1.33414 -0.79860 1.28326
H -3.79766 -0.89232 -0.16044
H -2.45406 0.39916 -0.35574
H -2.21847 -2.38451 -1.28186
H -1.48709 -0.99388 -1.89467
*
```

---

No. 2
DFT (ωB97M-V/def2-TZVPD) results for a cluster of 2 separate species, C4HO3 in total.

The value obtained for the energy above the lowest of the compared OMol25 structures with the same formula, charge and spin is 23.52 kcal per mole. As for the calculated total energy: -378.69311 hartree. The calculation puts the frontier orbital gap at 0.2459 Eh. The calculation puts the maximum force at 2.769 eV Å⁻¹. Its HOMO energy is -2.60 eV.

The geometry in ORCA input format:
```
! RIJCOSX wB97M-V def2-TZVPD def2/J DEFGRID3
* xyz -1 1
C 2.08187 0.32279 -0.03316
C 0.93487 0.74790 -0.10545
C -0.49593 0.91506 0.03199
C -1.36825 -1.11818 0.03354
O -1.88673 -1.29298 1.12249
O -1.21536 1.87882 -0.15624
O -1.12658 -1.52718 -1.09489
H 3.07611 0.07377 0.20173
*
```

---

No. 3
DFT (ωB97M-V/def2-TZVPD) results for a cluster of 7 separate species, C22H63N9O7 in total.

The value obtained for the energy above the lowest of the compared OMol25 structures with the same formula, charge and spin is 0.00 kcal per mole. As for the calculated total energy: -1895.06872 hartree. The calculation puts the frontier orbital gap (spin up / spin down) at 0.3031 / 0.0869 Eh. The calculation puts the maximum force at 6.578 eV Å⁻¹. Its HOMO energy (spin up / spin down) is -10.51 / -10.51 eV. Its expectation value of S² is 0.76.

The geometry in ORCA input format:
```
! RIJCOSX wB97M-V def2-TZVPD def2/J DEFGRID3
* xyz 1 2
C 4.31239 12.46888 -20.21614
O 3.52341 11.58837 -19.87457
N 4.60479 13.50744 -19.46561
N 4.86224 12.63639 -21.34943
H 4.21001 13.59045 -18.53967
H 5.19785 14.20747 -19.88792
H 4.51749 12.07414 -22.11436
H 5.63302 13.28209 -21.44464
C 2.86476 13.10922 -16.57114
O 3.97764 13.48916 -16.80768
N 2.23901 13.40789 -15.47995
N 2.25836 12.25301 -17.33819
H 2.71444 13.97386 -14.79167
H 1.24849 13.25801 -15.35140
H 2.75722 11.96289 -18.16709
H 1.28966 12.03341 -17.15515
C 1.91470 7.93141 -24.53165
C 1.88116 8.55906 -23.12746
C 2.46562 9.97150 -23.12181
O 3.83937 9.84408 -23.44685
C 4.34484 10.76130 -24.37262
N 0.47091 8.67699 -22.77965
H 1.54802 8.56430 -25.33979
H 1.29774 7.03756 -24.62371
H 2.94561 7.63376 -24.72331
H 2.40675 7.87965 -22.45645
H 2.38316 10.53321 -22.19135
H 1.90654 10.64116 -23.77532
H 5.42338 10.78674 -24.52824
H 4.08282 11.79041 -24.12693
H 3.91154 10.49600 -25.33697
H 0.36480 9.07430 -21.85717
H 0.23053 7.69741 -22.72718
C 7.99957 17.66714 -15.71150
C 6.70635 17.25390 -16.44977
C 6.40504 15.81084 -16.20265
O 7.52507 15.03262 -16.72781
C 7.22788 13.64385 -16.57635
N 5.71047 18.18560 -15.93439
H 8.79216 16.92504 -15.61573
H 7.67648 17.92982 -14.70416
H 8.55652 18.44650 -16.23160
H 6.81217 17.37750 -17.52757
H 5.45320 15.49926 -16.63280
H 6.29533 15.60948 -15.13704
H 8.03213 13.07618 -17.04438
H 6.24979 13.37494 -16.97522
H 7.24753 13.48146 -15.49870
H 4.82868 17.97954 -16.38172
H 5.56084 17.87485 -14.98511
C 6.79763 6.68387 -20.96838
C 5.62824 7.52767 -21.17673
C 4.82739 8.00312 -19.93424
O 4.33780 6.96818 -19.09807
C 3.50383 5.95256 -19.76699
N 5.97325 8.60998 -22.05341
H 6.45598 5.85682 -20.34600
H 7.61471 7.29993 -20.59294
H 7.09095 6.15286 -21.87397
H 4.96914 6.96933 -21.84151
H 4.01135 8.70088 -20.12212
H 5.57465 8.52144 -19.33337
H 3.87810 5.51688 -20.69339
H 2.58544 6.44839 -20.08128
H 3.17864 5.07464 -19.20876
H 5.07151 8.98224 -22.31488
H 6.32046 9.48882 -21.69677
C 3.12332 17.97996 -20.78753
C 3.64906 18.35543 -19.35091
C 3.15153 17.28176 -18.33049
O 3.34287 17.76268 -16.99332
C 2.84523 16.81983 -15.96581
N 5.06646 18.55751 -19.45241
H 2.03790 17.99141 -20.68835
H 3.37139 16.92154 -20.86704
H 3.63801 18.50342 -21.59324
H 3.17250 19.30342 -19.10130
H 3.66622 16.32583 -18.42741
H 2.06159 17.27656 -18.33990
H 2.99097 17.17963 -14.94727
H 3.35498 15.86616 -16.10280
H 1.80712 16.54408 -16.15119
H 5.31403 19.51727 -19.64650
H 5.38747 18.42844 -18.50353
C 8.36148 18.17023 -20.41983
C 7.75571 17.05497 -21.25803
C 7.47801 15.77529 -20.46803
O 6.82338 14.73704 -21.20999
C 7.65626 14.20185 -22.29304
N 6.55702 17.62658 -21.92480
H 9.32427 17.83633 -20.03299
H 7.75587 18.40021 -19.54322
H 8.63701 18.99933 -21.07158
H 8.39490 16.79268 -22.10108
H 6.84151 16.06321 -19.63132
H 8.36451 15.28663 -20.06377
H 7.89841 14.92105 -23.07549
H 7.06562 13.38907 -22.71569
H 8.66722 13.85149 -22.08499
H 6.05815 16.81887 -22.26953
H 6.03574 17.96916 -21.13044
*
```

---

No. 4
DFT (ωB97M-V/def2-TZVPD) results for a structure of composition C9H39F6MnN13O20S2.

As for the calculated total energy: -5129.71164 hartree. The calculation puts the frontier orbital gap (spin up / spin down) at 0.3046 / 0.3046 Eh. The calculation puts the maximum force at 9.856 eV Å⁻¹. Its HOMO energy (spin up / spin down) is -9.52 / -9.52 eV. Its expectation value of S² is 8.75.

The geometry in ORCA input format:
```
! RIJCOSX wB97M-V def2-TZVPD def2/J DEFGRID3
* xyz 0 6
Mn -0.00230 0.34384 0.03486
C 3.11973 0.88071 3.88458
F 4.10005 0.76100 4.87348
F 2.40208 -0.21305 3.75703
F 2.30455 2.04088 3.94426
S 4.21575 1.11270 2.26276
O 5.51569 1.61097 2.80621
O 4.32030 -0.25153 1.65831
N 3.26212 2.15066 1.19137
S 4.06202 3.39569 1.18487
O 4.19746 4.01508 2.55552
O 5.33044 3.26954 0.44325
C 2.87516 4.68884 0.53128
F 2.61852 4.54382 -0.76393
F 1.74198 4.68853 1.25705
F 3.37481 5.90131 0.62101
O -1.23543 -0.03486 -3.57621
C -1.02815 -1.03051 -2.74936
O -1.39447 -2.14989 -3.11069
O -0.40563 -0.83655 -1.72168
H -1.74235 -0.35321 -4.32673
O -1.98123 -0.03609 0.70867
H -2.70515 0.21280 0.13401
H -2.30268 -0.80430 1.18063
O -0.82990 2.19549 -0.80228
H -1.67858 2.44300 -1.16932
H -0.46127 3.01615 -0.47538
O -3.02715 3.63296 -0.68852
H -3.52536 4.04741 0.01592
H -3.21717 4.16436 -1.46166
O -4.53334 0.60974 -0.23605
H -4.47513 1.55039 -0.06864
H -5.29215 0.32214 0.27160
O 0.54024 1.44363 1.76038
H 1.42371 1.78966 1.88677
H 0.08694 1.63745 2.58086
O -4.18613 -2.90375 -1.82894
H -4.16760 -3.85636 -1.73714
H -3.31436 -2.67685 -2.15263
O 1.82478 0.98159 -0.81496
H 2.22497 1.30897 -1.62050
H 2.46045 1.18852 -0.12989
C 0.17067 -5.13447 -1.34724
O 0.38507 -6.27975 -1.03015
N -0.72030 -4.30826 -1.00193
N 0.97030 -4.49065 -2.12038
H -0.66985 -3.44085 -1.51686
H -1.49358 -4.50370 -0.38231
H 0.66137 -3.63009 -2.54945
H 1.71277 -4.99293 -2.58572
C -1.94393 2.33058 4.18546
O -2.22240 1.45740 4.96421
N -0.71920 2.79003 4.18118
N -2.76715 2.90583 3.37024
H -0.04276 2.38041 4.80945
H -0.67981 3.76589 3.92380
H -2.38937 3.59042 2.73092
H -3.74531 2.76771 3.58056
C 0.03100 3.05834 -5.62123
O 0.18332 3.72459 -6.56056
N 0.43733 1.84093 -5.50380
N -0.59994 3.43041 -4.54384
H 0.80219 1.40924 -6.34083
H 0.03560 1.32449 -4.73439
H -0.50201 2.79846 -3.76208
H -0.73091 4.43018 -4.48544
C 0.87234 -2.36364 1.63032
O 0.84251 -1.26033 1.13496
N 1.64144 -3.40102 1.26022
N -0.05366 -2.80562 2.47479
H 1.50656 -4.34414 1.59551
H 2.19529 -3.27261 0.42544
H -0.84543 -2.18427 2.55917
H -0.17480 -3.79777 2.61995
C 3.27483 -1.87129 -3.53988
O 3.69079 -2.64348 -4.38128
N 2.67696 -0.78209 -3.81163
N 3.50543 -1.99883 -2.31623
H 2.39082 -0.11499 -3.10934
H 2.35042 -0.63882 -4.75659
H 4.02838 -2.80530 -2.00601
H 3.21954 -1.26414 -1.68490
C -3.37928 -2.86877 2.78941
O -2.81286 -1.93340 2.27202
N -3.75316 -3.87875 2.12045
N -3.56639 -3.04616 4.08018
H -3.74409 -4.72733 2.66811
H -3.51443 -3.80864 1.14158
H -3.73011 -3.97333 4.44577
H -3.28026 -2.24061 4.61805
*
```